Density functional theory data (the ωB97M-V functional and the def2-TZVPD basis) for a molecular structure, C23H49Cl9FO7P2S in a non-equilibrium geometry.

Results
LUMO in eV: 1.755
Calculated total energy in eV: -183811.81009
HOMO-LUMO gap in eV: 6.86
HOMO in eV: -5.108
Net charge: -1

Positions of all 92 atoms, in Å:
H -5.841 -1.748 0.469
H 2.663 -8.226 -0.462
H 3.483 2.836 1.284
H -0.062 -6.662 -0.287
H 3.394 0.329 0.814
H 3.508 -2.962 -0.464
H -7.445 -1.215 0.011
H 3.640 3.881 -2.625
H -0.882 2.854 2.746
O 1.340 -3.584 -1.545
H 5.154 4.032 -0.908
H -6.067 -0.521 -0.818
Cl -2.846 -2.713 -2.930
H 4.343 5.341 1.698
H 1.736 0.074 0.355
P 2.513 2.049 -0.808
C 1.381 -2.721 -0.403
Cl 1.148 -4.072 3.804
H 5.572 0.485 -2.510
C -6.415 -0.880 0.149
S -1.227 0.519 -1.741
H -5.758 -0.008 2.034
C -3.084 3.924 0.998
H 5.662 4.184 1.610
Cl -0.433 3.214 -2.717
Cl 1.905 -5.991 1.724
H 5.781 5.668 0.679
H -1.482 -0.109 3.002
C -6.368 0.268 1.170
C -0.583 3.881 0.211
H -0.007 4.513 -0.466
C -4.713 1.975 1.127
H -2.282 1.175 -2.241
C -0.750 1.504 1.034
H -7.378 0.436 1.557
H -4.425 -2.503 -4.648
H -4.794 2.045 2.218
C 2.922 -7.638 -1.335
P 3.865 1.742 -2.598
Cl 4.140 -6.456 -0.868
H -1.795 1.423 0.742
H -3.966 -4.200 -4.353
O 3.417 0.850 -3.685
C 2.723 0.307 -0.048
C 4.392 4.181 -0.138
C -4.443 3.347 0.542
C -0.638 1.815 2.514
C -0.044 1.907 -1.429
C -0.119 -5.604 -0.059
H -5.262 4.016 0.818
H 4.136 -0.904 -1.229
H 2.154 3.344 -1.350
H 3.578 4.789 -0.543
H -2.184 5.037 -0.587
Cl 1.454 -6.861 -1.958
C -2.069 4.040 -0.155
H 0.733 -1.877 -0.650
C 2.794 -2.192 -0.150
H 2.978 -2.038 0.918
O 1.334 2.400 0.464
H 1.000 -3.245 0.474
H -2.698 3.340 1.834
Cl -5.681 -3.479 -2.919
O 5.372 1.347 -2.130
C 0.002 2.467 0.074
C 5.083 4.903 1.026
C 3.897 2.785 0.276
H 0.857 -5.139 -0.143
H 3.324 -8.272 -2.117
H 0.141 -6.123 3.272
Cl -0.672 -5.426 1.620
O -5.925 1.477 0.582
O 1.148 1.381 -1.746
H -2.630 1.238 3.093
C -4.218 -3.252 -3.893
H -1.421 1.026 4.371
C 3.086 -0.888 -0.935
H -3.285 4.925 1.388
H -2.353 3.351 -0.948
O 4.086 3.239 -3.193
H -3.886 1.313 0.843
C 1.163 -5.767 3.319
H 1.529 -4.491 -1.272
Cl -1.206 -4.831 -1.210
H -0.375 4.269 1.210
H -4.484 3.258 -0.546
H 2.450 -0.898 -1.820
H 4.768 2.128 0.253
C -1.603 0.934 3.300
H -0.330 0.503 0.900
F 0.640 1.558 3.004
H 1.739 -6.332 4.043

These are the Mulliken partial charges, in e, on atoms 1 to 2: atom 1 (H): 0.30, atom 2 (H): 0.24

=====

Density functional theory data (the ωB97M-V functional and the def2-TZVPD basis) for 7 unconnected molecules or ions with the total composition C23H49F3N2O19P2 in a non-equilibrium geometry.

Results
LUMO in eV: -0.001
Calculated total energy in eV: -93257.18473
HOMO-LUMO gap in eV: 9.03
HOMO in eV: -9.027
Structure (SMILES): O=C1OC[C@@H](F)O1.O=C1OC[C@@H](F)O1.O=C1OC[C@@H](F)O1.COP(=O)(OC)OC.COP(=O)(OC)OC.COC[C@H](C)N.COC[C@H](C)N

Positions of all 98 atoms, in Å:
O -7.537 -0.215 -2.674
O 0.917 2.596 -2.770
H 3.672 -4.773 -0.338
H 7.037 -4.768 -1.381
H -2.021 3.798 1.124
H 2.549 3.541 -2.028
O -1.103 -1.131 -0.602
C 4.402 -4.818 0.471
F 1.724 2.255 -0.741
H 8.046 -6.214 0.963
O 1.380 -1.493 0.080
O 0.604 -1.136 -2.307
C 1.582 3.190 -1.667
H 5.474 -5.547 -1.761
C -1.755 6.735 1.142
H -4.695 0.228 -1.960
O -0.917 -1.212 4.108
H 2.430 -0.485 -3.022
H -4.395 1.766 -1.101
H -1.809 0.869 -0.871
C -1.563 -2.370 4.561
H -1.653 0.370 0.671
N 6.681 -7.845 -1.493
H -4.705 1.735 2.413
C 6.210 -0.502 -2.331
C -1.580 -0.112 4.589
C -6.270 3.568 -2.753
F 5.701 2.263 -1.749
H -9.204 -1.155 -2.267
H -3.447 5.855 0.257
H 4.047 1.339 -1.184
H 5.713 -7.919 -1.772
H -1.356 6.983 2.125
O 5.771 -4.556 0.089
N -4.038 6.472 2.001
H -3.437 2.407 3.491
O -6.207 0.869 -0.827
C -4.860 0.783 -1.037
C -2.342 -1.832 5.775
H 1.158 5.159 -1.406
H -2.325 -2.700 3.855
O -2.362 -0.409 5.724
H 4.127 -5.649 1.120
C 8.180 -6.693 -0.007
H -0.888 -3.207 4.739
C 5.085 1.168 -1.467
H -6.346 4.086 -1.797
O 6.557 -0.482 -1.082
H -7.667 -2.174 -2.169
C 0.645 4.217 -1.210
C -2.740 4.326 1.751
H -0.873 6.408 0.592
H 6.957 -8.739 -1.112
C -1.144 0.237 -0.283
C -8.187 -1.258 -1.889
H 1.135 -3.164 1.486
F -1.744 -2.238 6.897
H 4.195 -4.059 1.225
H 6.008 -7.167 0.225
C 6.717 -6.786 -0.511
C -0.368 2.998 -2.794
O -0.079 -3.392 -1.152
H -5.193 3.711 -2.838
O -0.544 3.924 -1.840
H 1.028 -1.511 2.087
C -3.029 5.799 1.262
H 8.734 -5.931 -0.555
O -8.636 1.826 -1.447
O -1.346 2.464 -3.330
H 6.536 1.095 0.232
C 1.846 -1.401 -2.925
H -6.909 4.215 -3.354
H -3.271 -2.402 5.757
P 0.197 -1.961 -0.984
C -3.715 2.188 2.460
H -4.289 0.328 -0.228
H 5.034 0.048 0.210
H -2.015 7.683 0.670
H -8.020 -1.053 -0.832
C 5.850 0.490 -0.361
C 6.220 -5.371 -0.986
H 2.415 -2.234 -2.511
H 8.600 -7.698 0.027
H -3.171 1.350 2.023
H -3.655 6.719 2.902
H -2.359 4.552 2.747
H -0.175 0.728 -0.193
H 1.602 -1.720 -3.938
O -6.671 2.240 -3.069
O -3.859 3.455 1.755
H 2.588 -2.218 1.654
O 5.255 0.373 -2.566
O 6.540 -1.432 -3.089
H 0.509 4.231 -0.128
H -4.125 7.445 1.743
C 1.537 -2.157 1.372
O -1.224 0.968 4.260
P -7.374 1.237 -1.950

These are the Mulliken partial charges, in e, on atoms 1 to 2: atom 1 (O): -0.33, atom 2 (O): -0.29

=====

Density functional theory data (the ωB97M-V functional and the def2-TZVPD basis) for 7 unconnected molecules or ions with the total composition C23H49FN2O30PS7 in a non-equilibrium geometry.

Results
LUMO in eV: -3.848
Calculated total energy in eV: -176889.58342
HOMO-LUMO gap in eV: 8.33
HOMO in eV: -12.176
Net charge: +1

Positions of all 113 atoms, in Å:
H -2.997 3.646 -0.889
F -4.934 -0.400 1.709
O -2.196 -0.379 2.682
C -3.005 0.845 -0.841
C 4.955 -1.918 3.171
H 5.851 -1.640 2.610
H -6.330 0.185 3.255
C -2.243 -1.382 0.053
O 3.543 -0.130 2.641
H -4.187 -3.050 -2.903
C 5.790 -2.244 -2.709
H -4.517 2.139 0.077
H -8.671 0.530 3.826
H 6.394 7.229 -1.150
H 4.818 9.810 -0.645
C -1.599 -2.578 -4.091
H -1.396 1.301 -3.498
O -5.427 -2.135 0.120
H -1.921 0.922 -1.082
H -2.148 -4.310 -2.887
H -4.514 -0.863 -2.470
H -8.622 -1.205 3.431
O 6.460 9.886 -1.878
C 4.263 -0.699 3.744
H -3.372 -7.019 3.184
H -2.405 -1.901 -4.475
P -1.379 -0.587 1.491
O -0.546 0.766 1.083
H -0.136 1.179 -4.734
S 3.142 -1.289 1.595
O 7.211 8.681 -3.881
H 3.844 2.325 1.159
O -6.959 -1.211 7.216
H -2.583 -2.382 0.407
O 6.488 -3.083 -3.633
O 4.121 -3.613 -3.608
O 3.701 -0.960 0.331
H 3.736 -2.351 -2.003
S 5.418 -3.896 -4.525
H -1.535 -3.405 -4.834
H -3.619 -3.323 -1.252
O 4.010 -2.475 2.249
C 2.648 3.817 2.200
C -2.302 -5.127 3.086
O 0.132 -0.460 -2.392
H -1.742 -5.049 4.015
O 5.733 -5.273 -4.457
H -1.459 -1.480 -0.738
H -0.293 -1.418 -6.152
H 5.567 -1.299 -3.211
S 6.039 9.194 -3.272
H -3.312 1.511 1.298
O -0.744 -5.810 0.066
C -6.722 -0.377 4.095
O -6.377 0.256 5.327
H -2.657 3.846 0.911
N -0.267 -1.967 -4.027
O -2.779 -6.497 1.252
N -3.379 -0.633 -0.582
O -7.955 1.056 7.035
S -7.471 -0.136 6.449
H -3.525 1.144 -1.779
C 5.498 7.847 -1.257
C 0.372 -1.846 -5.366
C -3.465 1.849 0.252
C -0.924 0.590 -4.215
H 1.946 3.259 2.818
O 5.245 -3.212 -5.755
C 4.522 -3.004 -2.378
O 1.752 -1.599 1.755
C -8.237 -0.435 4.097
H 6.346 9.305 0.115
H -1.201 -3.115 -2.006
O 5.138 10.048 -3.953
H -3.246 -4.587 3.186
S 4.543 5.419 2.412
H 4.968 0.022 4.152
H 3.541 -0.977 4.514
O -2.821 -4.455 -0.119
C -2.043 -3.212 -2.731
H -2.758 -0.702 -2.629
H 6.400 -2.050 -1.829
S -4.942 -0.806 0.181
H 4.713 -3.797 -1.651
O 4.895 4.058 1.620
H -0.513 -2.536 1.644
C -3.556 -1.180 -2.017
C 5.755 9.267 -0.797
O 5.203 7.962 -2.653
H 0.332 0.448 0.790
C -3.409 -2.720 -2.173
C -2.530 -6.565 2.666
O 5.349 5.485 3.572
C 3.935 3.056 1.960
C -0.317 -0.631 -3.481
H -1.637 -7.173 2.824
O -8.595 -0.721 5.450
O 4.472 6.476 1.469
H 4.673 7.382 -0.727
O -0.189 -1.650 1.894
C -2.614 3.173 0.039
H 2.165 4.087 1.257
H -1.737 0.303 -4.922
O -1.562 -4.541 2.001
H 4.275 2.556 2.870
H 0.782 -2.836 -5.646
S -1.933 -5.293 0.624
H -1.566 2.871 -0.184
H 1.239 -1.154 -5.262
H 5.220 -2.644 3.936
H -6.287 -1.381 4.097
O -5.881 0.029 -0.476
O 3.046 5.021 2.859

These are the Mulliken partial charges, in e, on atoms 1 to 2: atom 1 (H): 0.39, atom 2 (F): -0.03

=====

Density functional theory data (the ωB97M-V functional and the def2-TZVPD basis) for a molecular structure, C23H49InNS3 in a non-equilibrium geometry.

Results
LUMO in eV: 1.876
Calculated total energy in eV: -63812.43737
HOMO-LUMO gap in eV: 6.32
HOMO in eV: -4.449
Net charge: -1

Positions of all 77 atoms, in Å:
H 5.724 -0.597 -4.014
C -2.026 2.866 0.314
C -0.992 -3.558 1.869
H 0.393 0.873 -4.387
C -0.855 -0.321 4.996
H -2.699 -3.468 3.320
H -1.543 -0.628 5.821
H 0.440 -1.270 3.437
C -2.417 -1.521 0.172
H 5.300 0.384 -0.301
H 0.830 -1.681 5.129
H 7.429 -0.598 -1.655
H -1.445 4.079 -2.979
H -2.539 1.898 -1.652
C -1.744 -2.942 3.096
H -2.917 -4.107 1.018
C 1.707 -0.828 -4.040
H -2.813 1.902 5.206
H 6.623 1.190 0.679
H -2.557 -0.030 3.684
C -1.890 -3.885 0.623
H 2.667 2.331 -3.379
S 0.631 -3.167 -1.023
H -2.575 2.430 3.533
H 1.914 -1.645 -4.767
H -1.665 0.157 -3.432
S 6.229 1.354 -2.563
H -4.360 -1.207 -0.822
H -4.504 1.199 -0.236
H -1.048 0.540 2.943
C -1.032 3.906 -0.354
H -1.489 -2.966 5.269
H -3.042 -1.743 1.070
H 1.698 -1.160 -2.979
H -1.411 0.987 -0.570
H 0.315 2.281 -1.172
C -2.329 1.625 -0.596
C -1.609 0.528 3.910
C -0.817 -2.881 4.382
C 7.243 0.438 -1.290
H -0.370 -0.100 -2.236
H -0.398 4.367 0.437
H -2.937 -0.475 -1.753
C -3.515 0.737 -0.043
H -0.110 -2.918 1.641
H -0.557 -4.533 2.218
H -1.200 2.617 4.648
N -2.022 -2.829 -0.383
C -0.776 -0.486 -3.195
H -1.931 -1.869 2.843
H 0.210 3.545 -3.647
C -0.963 -2.768 -1.324
H 6.538 -0.634 0.564
H -3.316 0.585 1.043
H -3.007 3.373 0.500
H -1.618 2.587 1.314
C -0.596 3.368 -2.907
H 3.654 1.204 -5.945
C 6.365 0.330 0.021
H 4.839 -0.606 -2.403
C -0.052 3.300 -1.422
H -0.125 -0.538 -5.345
H 8.211 0.961 -1.101
H 0.860 3.950 -1.418
S -1.334 -2.259 -3.070
H -1.010 2.353 -3.130
In 3.246 0.847 -4.214
C 5.155 0.020 -3.277
H -1.496 -0.948 0.432
H -0.115 0.377 5.472
C -0.019 -1.517 4.419
C 0.261 -0.242 -4.343
C -3.378 -0.682 -0.759
C -2.047 1.945 4.395
H -1.641 4.728 -0.800
H -1.546 -4.833 0.150
H -0.079 -3.720 4.357

These are the Mulliken partial charges, in e, on atoms 1 to 2: atom 1 (H): 0.33, atom 2 (C): -0.44

=====

Density functional theory data (the ωB97M-V functional and the def2-TZVPD basis) for a molecular structure, C23H49LuN4OP3 in a non-equilibrium geometry.

Results
LUMO (spin up / spin down) in eV: -11.522 / -9.434
Calculated total energy in eV: -94111.60241
HOMO-LUMO gap (spin up / spin down) in eV: 4.18 / 6.30
Energy relative to the best compared isomer or geometry (same formula, charge and spin) in kcal per mole: 13.0
HOMO (spin up / spin down) in eV: -15.697 / -15.736
Net charge: +3

Positions of all 81 atoms, in Å:
H -0.012 -0.629 3.844
H 3.092 1.076 -1.621
H 1.716 -4.708 -0.596
C -1.461 -2.332 0.909
N -2.176 4.619 2.242
C 1.393 0.070 -2.499
H 2.160 1.892 -5.790
H 1.854 -3.415 3.456
H -3.282 -1.782 -2.401
P 1.664 -1.319 2.236
C 0.802 0.572 -4.769
H -3.145 1.561 1.953
H 2.584 -3.516 1.823
C -2.770 -2.380 -1.632
C 0.511 -0.098 -3.579
H -0.317 -0.818 -3.483
H 4.422 -1.629 -2.798
H 0.503 1.875 1.765
H -1.430 -1.904 1.921
H -2.880 3.431 -2.288
C -2.661 2.356 -2.377
N -2.118 2.524 3.530
H 0.150 0.456 -5.639
C 2.486 -2.894 2.725
H -0.251 5.427 1.861
H 3.395 -0.177 1.005
H 1.877 -1.533 -1.510
C -3.703 1.384 -2.154
C -4.268 -1.710 0.735
H 4.901 -3.287 -3.297
N -1.411 2.516 1.144
H -1.530 0.832 2.434
H -0.185 1.884 4.089
H -1.759 -2.628 -1.989
H -3.816 0.500 -2.792
C -0.759 4.859 2.656
H -4.522 -2.777 0.631
C -2.156 3.818 0.988
H -3.339 -3.298 -1.425
H 1.531 0.219 4.157
C -2.825 3.808 3.303
C 2.464 0.972 -2.517
C 3.155 -0.249 2.075
H 2.705 -5.656 -1.750
H 2.076 -4.582 -4.097
C -2.099 1.759 2.270
C 2.674 -4.737 -1.147
H 5.028 -2.792 -1.565
H -3.850 3.585 2.980
H -2.826 4.388 4.240
C -0.013 2.832 1.615
C 2.702 1.658 -3.704
H 3.482 -2.701 3.148
H 2.229 -2.846 -4.553
C 1.893 -3.545 -3.770
H -1.826 2.201 -3.081
H -4.184 -1.432 1.797
H -0.762 5.428 3.600
H 0.458 3.431 0.826
H 3.538 2.354 -3.749
H -5.045 -1.088 0.263
H 0.804 -3.397 -3.643
C -0.719 2.831 3.918
H 1.316 -1.495 4.660
H 4.010 -0.682 2.613
O 1.282 -0.776 -1.398
Lu -2.244 1.263 -0.512
H -3.195 3.582 0.694
C 1.080 -0.747 3.890
N -0.023 3.590 2.868
H -4.642 1.692 -1.668
P 2.718 -3.222 -2.169
P -2.664 -1.398 -0.096
H 2.939 0.755 2.465
H -1.761 -3.388 0.965
C 1.921 1.409 -4.841
H -0.730 3.428 4.846
H 3.511 -4.752 -0.429
C 4.436 -2.694 -2.494
H -1.643 4.418 0.225
H -0.459 -2.247 0.460

These are the Mulliken partial charges, in e, on atoms 1 to 2: atom 1 (H): 0.30, atom 2 (H): 0.49

=====

- The highest calculated total energy belongs to which entry?
  C23H49InNS3